Record 1
# C46H59As3CdF5N3PS2

A molecular structure, C46H59As3CdF5N3PS2 (ωB97M-V with the def2-TZVPD basis set, OMol25).

Geometry as XYZ:
```
120
Properties=species:S:1:pos:R:3:forces:R:3
Cd 0.943989 -1.204928 -1.349265 0.02 0.04 0.06
C -5.885162 2.184352 1.001791 0.01 -0.01 0.02
C -5.423351 2.656084 -0.221221 0.04 0.05 -0.01
C -4.149138 2.322963 -0.662949 -0.04 -0.01 -0.02
C -3.327115 1.494518 0.102210 0.00 -0.08 0.01
C -3.795721 1.042532 1.335538 0.01 -0.06 0.00
C -5.065035 1.382676 1.784606 -0.06 -0.02 0.01
P -1.690111 0.875077 -0.461155 0.05 -0.09 -0.05
C -1.229010 2.244844 -1.591468 0.00 0.02 0.00
C -0.953344 3.480430 -1.001286 0.02 0.00 -0.02
C -0.633009 4.583368 -1.777474 0.01 0.01 0.04
C -0.576375 4.464697 -3.161355 0.03 -0.01 -0.01
C -0.841589 3.240007 -3.755051 0.04 0.01 -0.02
C -1.162719 2.133442 -2.976789 0.01 -0.03 0.01
C -2.144051 -0.451095 -1.642387 -0.01 -0.03 0.02
C -3.445830 -0.656732 -2.101277 0.05 0.01 -0.01
C -3.714969 -1.644764 -3.037322 0.00 0.01 0.00
C -2.678265 -2.419782 -3.531595 -0.01 0.00 0.00
C -1.384482 -2.215023 -3.068490 -0.02 -0.01 0.03
C -1.083413 -1.250051 -2.103253 -0.02 0.08 -0.01
H -6.880174 2.439749 1.343006 -0.01 0.00 0.00
H -6.061225 3.273993 -0.841182 0.00 0.01 0.00
H -3.802152 2.687362 -1.622802 0.01 0.01 0.01
H -3.158008 0.418342 1.950440 0.00 0.01 0.00
H -5.414689 1.018921 2.742096 0.01 0.00 0.00
H -1.028563 3.576755 0.078757 0.03 0.02 0.06
H -0.438822 5.541120 -1.308570 0.00 -0.02 0.00
H -0.329537 5.323638 -3.772337 0.00 0.00 0.00
H -0.812276 3.144634 -4.833647 0.02 0.00 0.00
H -1.378091 1.184567 -3.452962 0.01 0.01 0.00
H -4.260796 -0.045236 -1.738572 -0.02 0.02 0.04
H -4.728540 -1.797858 -3.385144 0.00 -0.01 0.01
H -2.876336 -3.186367 -4.270945 0.00 0.01 0.00
H -0.593026 -2.837559 -3.472451 0.01 0.00 0.00
F 2.351764 4.005199 -5.575825 0.02 -0.03 0.01
C 2.542453 3.113262 -4.605344 -0.08 0.04 -0.03
C 2.282811 1.771951 -4.825367 -0.03 0.00 -0.01
F 1.855587 1.368934 -6.021157 0.01 0.00 0.01
C 2.441998 0.864552 -3.795874 -0.02 0.01 0.01
F 2.168889 -0.424192 -4.055164 0.01 0.01 0.00
C 2.849636 1.239728 -2.518239 -0.01 -0.07 -0.04
S 3.078920 0.077264 -1.218221 -0.03 0.02 -0.01
C 3.099099 2.594361 -2.342203 0.04 0.00 0.02
F 3.507435 3.054567 -1.138537 -0.02 -0.01 0.00
C 2.954635 3.524279 -3.352828 -0.03 0.04 0.03
F 3.182452 4.818361 -3.114461 0.00 -0.02 0.00
C 1.793489 -2.157136 2.773450 0.00 0.02 0.00
As 0.721416 -2.412196 1.166953 0.01 0.03 -0.07
C -1.041613 -2.073447 1.916793 -0.01 -0.03 -0.03
C 0.544770 -4.367621 1.049857 0.00 0.00 0.01
C 1.670887 -5.223795 0.446951 0.03 0.00 0.00
C 3.032037 -4.744771 0.961439 0.00 0.00 0.00
C 1.679804 -5.245572 -1.090563 -0.01 -0.01 0.01
As 2.106282 -3.625545 -2.112465 0.01 0.01 0.01
C 1.813300 -4.369609 -3.887483 0.00 0.00 0.00
C 4.051195 -3.581562 -2.126680 0.01 0.00 -0.01
C 1.492081 -6.680759 0.932750 0.00 0.01 -0.01
As -0.147685 -7.802344 0.777251 0.01 0.01 0.01
C -1.110770 -7.166117 -0.814712 0.01 -0.01 0.00
C -1.313737 -6.947759 2.110205 0.00 -0.01 0.00
H 1.481353 -2.852085 3.553302 -0.01 0.00 0.00
H 1.641506 -1.130635 3.105118 0.01 0.00 -0.01
H 2.850180 -2.294676 2.557291 0.00 0.00 0.00
H -1.228213 -2.736792 2.761975 -0.01 0.01 0.00
H -1.790746 -2.239397 1.142085 -0.01 0.01 0.01
H -1.099054 -1.034568 2.237607 0.02 0.02 0.01
H -0.389106 -4.530686 0.506978 -0.01 -0.01 -0.01
H 0.370358 -4.692212 2.079159 -0.01 0.00 0.00
H 3.242749 -3.719260 0.643983 0.00 0.00 0.00
H 3.834841 -5.380810 0.583056 0.00 0.00 0.00
H 3.066196 -4.772425 2.052436 0.00 -0.01 0.00
H 0.702583 -5.550490 -1.463885 -0.01 0.00 0.00
H 2.396366 -6.002575 -1.424491 -0.01 -0.01 0.00
H 2.429945 -5.257232 -4.028452 0.01 0.00 0.00
H 2.076952 -3.621879 -4.633936 0.00 0.00 0.00
H 0.765351 -4.637461 -4.010920 0.00 0.00 0.00
H 4.458009 -4.586526 -2.238300 -0.01 0.00 0.00
H 4.434051 -3.122618 -1.218528 0.00 0.00 0.00
H 4.359181 -2.965496 -2.970711 0.00 0.00 0.00
H 1.687462 -6.713771 2.010723 -0.01 -0.01 0.00
H 2.276566 -7.290877 0.476531 0.00 0.00 0.00
H -0.574602 -7.441341 -1.721957 0.01 0.01 0.00
H -1.315229 -6.095862 -0.814923 0.00 0.01 0.01
H -2.063499 -7.696464 -0.819622 0.00 0.00 0.00
H -0.788742 -6.878940 3.063227 0.00 0.00 0.00
H -2.180735 -7.592197 2.251893 0.00 0.00 0.00
H -1.657182 -5.959155 1.811485 0.00 0.00 0.00
S -1.379430 3.244997 3.337841 0.12 -0.03 0.01
C -2.473949 4.512369 3.147568 -0.01 0.01 -0.02
N -3.491922 4.386637 2.252793 -0.04 0.10 -0.06
C -4.431208 5.332331 2.008811 -0.01 -0.02 -0.03
C -4.406257 6.512452 2.678279 0.02 0.03 0.04
C -3.380350 6.709019 3.628010 -0.03 -0.02 -0.03
C -2.444395 5.741950 3.856460 -0.02 -0.02 0.00
H -3.535010 3.510539 1.740849 0.00 -0.06 -0.01
H -5.171192 5.073095 1.265410 0.03 0.00 0.03
H -5.154920 7.264464 2.484747 0.00 0.01 0.00
H -3.338227 7.636567 4.184172 0.00 0.00 0.00
H -1.661513 5.874344 4.587829 0.00 0.00 0.00
C 4.033823 3.318505 2.138968 0.00 0.00 0.00
C 3.797667 1.812085 1.880370 -0.02 -0.01 0.00
N 2.442131 1.434122 2.268145 0.01 0.00 0.02
C 2.199285 1.796657 3.658664 0.00 0.00 0.01
C 2.255815 3.331439 3.841705 -0.04 0.00 -0.02
N 2.710392 3.907337 2.531511 -0.01 0.02 -0.01
C 1.680744 3.638846 1.464178 0.01 0.01 -0.03
C 1.476990 2.110462 1.401966 -0.02 -0.02 0.06
H 4.378900 3.846296 1.251494 -0.02 0.00 -0.01
H 4.721736 3.511306 2.961511 0.00 0.01 -0.01
H 4.515628 1.216397 2.443799 0.00 0.01 0.02
H 3.916660 1.587608 0.823048 0.03 -0.04 0.02
H 2.948621 1.307444 4.281604 -0.01 0.00 0.01
H 1.215994 1.435448 3.961158 0.00 0.00 -0.01
H 2.967434 3.648925 4.602350 0.00 0.00 0.00
H 1.272069 3.751750 4.048835 0.00 0.01 0.01
H 2.813029 4.913352 2.635353 0.00 0.00 0.00
H 2.075292 4.048090 0.536104 -0.01 0.01 -0.01
H 0.773236 4.164003 1.758128 -0.03 -0.01 0.01
H 1.610387 1.754491 0.382965 0.02 -0.03 -0.03
H 0.469777 1.848335 1.726188 -0.01 0.04 -0.01
```
Positions in Å, forces in eV/Å.

Spin multiplicity   1
Gap between HOMO and LUMO   7.815 eV
Net charge   +1
ΔE to the lowest compared entry with this formula, charge and spin   0.0 kJ/mol
E_LUMO   -2.067 eV

Record 2
# C46H59As3IrN3P2

A molecular structure, C46H59As3IrN3P2 in a non-equilibrium geometry (ωB97M-V with the def2-TZVPD basis set, OMol25).

Geometry as XYZ:
```
114
Properties=species:S:1:pos:R:3:forces:R:3
Ir -0.507949 -0.528790 -0.244014 -0.64 -0.14 -0.28
C 1.368570 -2.986747 1.203830 -0.04 -0.12 0.00
P 1.163857 -2.466107 -0.570174 0.02 0.48 0.14
C 1.064801 -4.074801 -1.401426 0.01 -0.06 0.04
C -0.097416 -4.819694 -1.188174 0.02 -0.04 0.01
C -0.241791 -6.069643 -1.765433 0.02 0.01 -0.01
C 0.768449 -6.576140 -2.576274 -0.01 -0.01 -0.01
C 1.920342 -5.836815 -2.794368 0.00 0.00 -0.02
C 2.075349 -4.587907 -2.204560 -0.02 -0.03 -0.02
C 2.780073 -1.763590 -1.023951 0.09 -0.12 0.02
C 2.901849 -1.217937 -2.304917 0.01 0.03 0.01
C 4.079394 -0.605393 -2.701723 0.00 0.01 0.00
C 5.151844 -0.519402 -1.822613 0.02 0.00 0.01
C 5.046389 -1.067031 -0.553002 -0.01 0.02 -0.01
C 3.870251 -1.691577 -0.156916 0.00 -0.05 -0.07
C 0.046312 -2.906816 1.858363 -0.10 0.06 -0.08
C -0.638374 -3.784532 2.772695 -0.07 -0.05 0.09
C -1.869589 -3.233573 2.977756 0.03 -0.06 0.05
C -1.905440 -2.029326 2.181968 0.08 0.02 -0.07
C -2.951436 -1.019165 1.938037 -0.11 0.01 0.00
P -2.875478 -0.510177 0.144838 0.54 0.23 0.17
C -3.804730 1.058161 0.154472 -0.12 -0.07 -0.07
C -3.832551 1.768920 -1.044585 -0.04 0.00 -0.02
C -4.556632 2.945512 -1.153798 0.00 -0.01 0.01
C -5.262481 3.427572 -0.059525 -0.01 0.01 0.01
C -5.253819 2.719528 1.133556 0.01 0.03 -0.01
C -4.536066 1.535516 1.239468 0.00 0.04 0.00
C -4.075848 -1.585084 -0.705233 -0.05 -0.01 0.05
C -5.203048 -2.117402 -0.078040 0.03 -0.06 -0.04
C -6.127639 -2.847162 -0.806839 -0.01 -0.02 -0.01
C -5.950585 -3.037927 -2.171446 -0.01 0.00 0.01
C -4.850717 -2.485463 -2.807725 0.01 0.01 0.02
C -3.917648 -1.763781 -2.075842 -0.04 0.09 -0.06
N -0.743984 -1.868697 1.539364 0.24 0.01 0.19
H 1.841373 -3.961790 1.310948 0.01 0.00 0.00
H 2.006213 -2.230019 1.663277 0.02 0.05 -0.01
H -0.897752 -4.422375 -0.567867 0.01 0.02 0.01
H -1.139397 -6.647137 -1.588334 -0.01 0.00 0.00
H 0.655262 -7.548798 -3.035824 0.00 -0.01 0.00
H 2.708073 -6.233541 -3.420863 0.00 -0.01 0.00
H 2.983708 -4.023352 -2.373371 -0.01 0.00 0.00
H 2.075734 -1.277578 -3.003226 -0.03 0.00 0.01
H 4.159765 -0.197217 -3.700765 0.00 0.00 0.00
H 6.073431 -0.045713 -2.134210 0.00 0.00 0.00
H 5.886609 -1.027967 0.128238 0.01 -0.01 0.00
H 3.834150 -2.141638 0.827240 -0.01 0.00 -0.02
H -0.233493 -4.691797 3.191478 -0.03 -0.02 0.01
H -2.672026 -3.600991 3.596653 0.01 -0.03 0.01
H -3.930083 -1.341297 2.283583 -0.04 0.01 0.01
H -2.677711 -0.112262 2.492849 0.00 -0.01 -0.02
H -3.288946 1.390288 -1.905378 0.00 -0.02 0.01
H -4.575914 3.482857 -2.093012 0.00 0.00 -0.01
H -5.830396 4.344622 -0.140906 -0.01 0.00 0.00
H -5.818245 3.080725 1.982967 -0.01 0.01 0.00
H -4.564293 0.996702 2.177815 0.01 -0.02 -0.01
H -5.389016 -1.958722 0.975268 0.03 0.00 0.04
H -6.995388 -3.260564 -0.310603 -0.01 0.00 0.00
H -6.678049 -3.604734 -2.736719 0.00 0.00 0.00
H -4.718619 -2.609718 -3.874592 0.00 0.00 -0.01
H -3.073907 -1.315567 -2.584849 -0.06 0.01 0.06
C 1.519541 1.476169 4.975239 0.05 0.01 0.00
As 1.369126 0.313341 3.396606 -0.13 -0.04 0.00
C 2.528995 -1.085407 4.138747 -0.01 0.01 0.04
C 2.799578 1.035804 2.227034 0.04 0.01 0.01
C 2.695350 2.403477 1.527363 0.16 0.05 -0.18
C 4.090811 2.689169 0.940693 0.03 0.00 -0.01
C 1.703482 2.485829 0.356294 -0.04 0.09 -0.02
As -0.161638 1.820393 0.281048 -0.26 -0.56 -0.06
C -1.057760 2.582078 1.837310 0.17 0.04 0.05
C -0.745571 3.209065 -0.978391 0.12 0.04 0.07
C 2.379203 3.453854 2.595313 0.14 0.01 0.17
As 2.713934 5.363850 2.243399 -0.96 -0.35 -0.49
C 1.253178 6.286388 3.111700 0.29 0.14 0.23
C 2.680126 5.992077 0.406108 0.31 0.22 0.14
H 2.557226 1.717806 5.209400 0.01 0.01 0.02
H 1.099269 0.921453 5.814327 0.01 0.01 0.00
H 0.939833 2.390794 4.860697 -0.02 0.00 0.04
H 3.378421 -0.639300 4.655738 0.00 0.01 0.02
H 2.908535 -1.739058 3.356780 0.01 -0.02 0.01
H 1.955780 -1.685847 4.844105 0.01 -0.01 0.00
H 2.936883 0.270595 1.454636 -0.03 0.07 0.00
H 3.714893 1.041470 2.828050 0.01 -0.02 0.00
H 4.428609 1.835820 0.348993 -0.02 0.04 0.00
H 4.823617 2.858085 1.732677 0.04 -0.02 0.03
H 4.084674 3.559476 0.278373 -0.01 -0.03 0.02
H 2.163394 2.014659 -0.519261 -0.05 -0.08 0.04
H 1.582352 3.537862 0.093831 0.12 0.06 -0.05
H -0.713570 3.603884 2.009369 -0.04 0.03 0.04
H -0.891785 1.967690 2.720199 -0.01 0.02 0.02
H -2.123867 2.612759 1.612373 0.02 0.00 -0.01
H -0.956562 4.117245 -0.411796 -0.04 0.03 -0.02
H -1.644930 2.899210 -1.500801 0.04 0.01 0.01
H 0.037301 3.422942 -1.704354 -0.01 0.01 -0.02
H 2.984334 3.263086 3.483819 -0.02 0.00 0.06
H 1.331286 3.429748 2.910317 0.04 0.14 -0.04
H 0.332620 6.119943 2.548002 0.11 -0.10 -0.12
H 1.469501 7.351943 3.143277 -0.03 0.03 0.02
H 1.137887 5.906016 4.124450 0.01 0.01 0.01
H 1.827202 5.589434 -0.139133 -0.05 -0.10 0.17
H 3.604978 5.730008 -0.099753 -0.01 0.00 -0.02
H 2.588612 7.075835 0.463134 0.04 0.02 -0.02
N -1.044719 -2.469642 -3.131529 -0.01 0.05 -0.10
C -0.558051 -1.304911 -3.623082 0.04 -0.08 0.03
C -0.231805 -1.201360 -4.991223 0.01 0.02 -0.02
C 0.319706 -0.039118 -5.461631 -0.01 0.00 0.04
C 0.554963 1.012026 -4.568769 0.02 -0.01 -0.05
C 0.198075 0.825545 -3.258296 -0.02 -0.02 0.02
N -0.367725 -0.290650 -2.766857 0.17 0.08 -0.13
H -1.228675 -3.249802 -3.734989 0.03 -0.01 0.01
H -1.289204 -2.536290 -2.158471 0.01 0.03 -0.01
H -0.414871 -2.042825 -5.646075 0.00 -0.01 -0.01
H 0.575668 0.054435 -6.508632 0.00 0.01 0.00
H 1.001593 1.942576 -4.886673 0.00 0.00 -0.02
H 0.384854 1.603423 -2.533249 -0.03 -0.02 -0.01
```
Positions in Å, forces in eV/Å.

Spin multiplicity   5
Gap between HOMO and LUMO (alpha / beta)   6.377 / 3.525 eV
Net charge   +2
ΔE to the lowest compared entry with this formula, charge and spin   33.2 kJ/mol
E_LUMO (alpha / beta)   -3.945 / -8.337 eV

What is the spin multiplicity in the first record? 1